Run w
14
Properties=species:S:1:pos:R:3:nbo_charge:R:1 method="wB97M-V/def2-TZVPD" lumo_energy_ev=0.73 homo_ev=-8.52 smiles="N/N=C(/NO)NC=O" homo_lumo_gap_ev=9.252
N 1.03142 2.08913 -0.27826 -0.700
N 1.44027 0.84492 0.03788 -0.403
C 0.44354 0.07176 0.35062 0.516
N 0.55954 -1.27611 0.19855 -0.363
O 1.92383 -1.64724 -0.33433 -0.580
N -0.91360 0.32018 0.60182 -0.687
C -1.89000 -0.41154 -0.29229 0.525
O -3.07220 -0.00680 -0.25879 -0.564
H 1.11622 2.79743 0.58352 0.359
H 1.82736 2.23489 -1.20063 0.374
H 0.39975 -2.18802 0.75703 0.428
H 2.65114 -1.12176 0.23896 0.478
H -1.48660 1.15222 0.80389 0.440
H -1.46562 -1.45058 -0.70767 0.175

=====

Run x
14
Properties=species:S:1:pos:R:3:nbo_charge:R:1 method="wB97M-V/def2-TZVPD" lumo_energy_ev=0.30 homo_ev=-8.62 smiles="NNC(=O)/C(N)=N/O" homo_lumo_gap_ev=8.917
N 0.40623 0.55403 2.58051 -0.635
N 0.22658 -0.12301 1.37139 -0.409
C 0.68754 0.44025 0.16549 0.553
O 1.47724 1.36623 0.06926 -0.618
C -0.30756 0.04874 -0.82317 0.232
N -0.03331 0.24450 -2.16029 -0.833
N -1.24827 -0.69674 -0.26535 -0.146
O -1.71153 -1.77706 -1.00422 -0.547
H 0.78365 1.47573 2.36192 0.375
H 1.07108 0.05946 3.17184 0.348
H -0.04606 -1.09454 1.46154 0.421
H 0.76264 0.85617 -2.29083 0.413
H -0.80837 0.45597 -2.77267 0.397
H -1.25987 -1.80975 -1.86543 0.448

=====

The least stable of them is run w.